226
Properties=species:S:1:pos:R:3:forces:R:3:mulliken_charge:R:1 method="wB97M-V/def2-TZVPD" lumo_ha=-0.13652 e_homo_ha=-0.4542 total_charge=+2 energy_ha=-7520.494270 mol_weight_g_mol=1662.5
P -4.760000 -3.113947 4.147982 0.92 -1.27 1.63 1.444
P -3.583740 0.087253 -2.309228 -1.23 0.41 -1.84 1.853
P 3.431870 -5.832947 -0.329658 0.95 -3.61 -2.05 1.650
P 2.319720 -3.485737 6.141472 -0.22 -1.06 1.38 1.286
P 3.083730 0.968343 -1.686898 1.99 2.16 0.38 2.010
F -5.860260 -4.101297 3.444242 -0.03 1.35 0.38 -0.397
F -1.948850 0.307393 -2.054068 -1.43 -0.45 -0.08 -0.335
F 1.300410 -4.696647 6.561522 1.41 0.91 0.38 -0.377
F 5.028370 -5.303467 0.009342 -2.09 -0.84 -0.27 -0.438
F -4.421930 -2.428387 2.716112 -0.01 0.11 -1.45 -0.362
F -3.662960 -4.262277 3.892202 -0.08 -0.31 -0.37 -0.403
F 3.073620 1.149673 -3.315368 -0.39 -0.48 0.77 -0.335
F -3.918820 1.535533 -1.706458 0.61 0.58 0.55 -0.423
F 3.780120 -6.318497 -1.843788 1.67 0.35 -0.32 -0.391
F 3.198490 -4.366787 -1.057038 -0.36 0.93 1.46 -0.704
F 1.932350 -6.255327 -0.766538 -0.84 0.78 1.40 -0.361
F -5.216840 -0.086257 -2.527888 0.90 -0.59 -0.03 -0.446
F -3.524640 -2.233017 4.725902 -0.04 0.90 0.55 -0.340
F 1.980330 -3.843207 4.572942 0.26 0.39 -0.10 -0.388
F -3.489510 0.805483 -3.776618 0.56 -0.47 0.35 -0.370
F 2.973070 -5.422927 1.184932 0.39 0.41 -1.36 -0.361
F 0.956940 -2.486097 6.187442 1.85 -0.29 -0.16 -0.348
F 3.292990 -2.280307 5.610672 -0.46 -0.08 -0.23 -0.376
F 3.630170 -4.579927 6.080702 -1.70 1.42 0.12 -0.404
F -3.793190 -0.534217 -0.822478 0.89 -0.54 -0.15 -0.432
F 4.704680 0.914373 -1.736278 -0.39 0.03 0.05 -0.505
F -5.777700 -1.847897 4.388192 -0.38 -0.40 -0.15 -0.383
F 2.796960 -3.041377 7.680082 -1.27 -0.94 -1.71 -0.366
F -3.325140 -1.383877 -3.028558 0.01 1.12 1.34 -0.483
F 3.184620 2.677373 -1.557288 -0.20 -1.70 0.09 -0.425
F 3.199180 0.883543 -0.008568 -0.64 0.07 -1.18 -0.289
F 1.492730 1.091703 -1.629798 -0.13 -0.29 0.16 -0.801
F 3.040430 -0.644957 -1.769508 -0.46 0.50 -0.03 -0.419
F 3.732330 -7.422287 0.085072 0.06 2.45 0.71 -0.334
F -5.086380 -3.666237 5.633652 -0.15 0.32 -1.13 -0.322
O -4.415390 -5.519017 -1.934568 0.19 0.98 0.42 -0.320
O -7.807770 -3.281717 -1.002268 2.14 -1.78 0.52 -0.333
O 6.970180 -1.474837 1.430262 0.14 1.05 -1.27 -0.182
O 6.635260 -4.125937 3.291072 -0.55 0.40 -0.42 -0.387
N -0.263820 -0.907767 2.000132 0.51 1.00 -0.36 0.948
N 4.801520 -3.085757 1.620092 1.39 2.03 -0.50 0.526
N -1.097720 3.896413 -4.662318 0.40 -1.45 0.92 0.258
N -5.558210 1.772083 3.454252 -1.25 0.54 0.07 0.756
N 2.233370 -2.781397 -4.454858 0.71 0.64 1.65 0.372
N 4.927360 4.791323 2.167652 -1.29 0.77 -0.28 0.012
N -5.145100 -3.023107 -0.696658 0.51 0.28 -0.17 -0.042
C -2.077110 6.066963 -6.422588 -1.10 -0.52 -0.95 -0.876
C -0.455950 2.412163 -4.563008 -1.28 2.35 -0.04 -1.136
C 3.670940 -2.395727 -4.015288 -0.97 -1.57 -0.21 -0.886
C -1.071430 4.596653 -3.266088 -1.34 -1.69 0.31 -1.173
C -9.107530 -3.574087 -1.273698 -1.98 0.42 -0.73 -0.839
C 6.942450 4.913743 0.609982 -0.33 -1.32 0.69 -0.812
C 1.844130 -0.558077 -5.904598 -0.63 -0.42 -0.59 0.493
C -4.554960 1.109703 2.511062 0.29 0.83 0.01 0.430
C 7.312780 -5.092767 4.056912 -0.08 -1.19 0.29 -0.858
C 4.737770 -1.928137 0.551582 -0.71 -0.60 1.16 1.375
C 5.807650 2.585443 1.142542 -0.12 0.72 0.95 1.175
C 0.572700 -4.568397 -4.446008 -0.79 0.52 -0.92 -1.286
C -0.187620 4.645483 -5.631088 -0.40 0.31 0.02 -0.665
C -5.631150 3.248993 3.031112 -0.16 -1.43 -1.35 -0.785
C -4.677150 1.880553 1.168942 -0.24 -2.18 0.15 1.164
C -6.091170 -2.286197 0.241472 1.03 -0.63 1.24 1.083
C 7.050860 3.365033 0.857842 2.11 1.08 -0.49 -0.956
C 1.149690 -2.233877 0.678602 0.22 -1.45 -2.14 1.073
C -3.410140 -4.935037 -1.077218 -0.30 -0.57 -1.65 -0.328
C -5.200470 3.213843 1.547942 0.81 2.28 -0.10 -0.744
C -0.815390 1.550773 1.280692 0.55 0.41 2.97 2.233
C -6.908250 1.119993 3.205222 0.54 0.35 -0.43 -0.854
C -0.725380 2.513383 2.528012 -0.18 -0.04 -0.13 -1.605
C 1.986960 -2.101387 -5.841728 -0.45 -0.90 0.55 -0.905
C -0.914470 -0.787807 3.381182 0.06 0.16 -1.00 -0.619
C -4.022920 -3.962477 -0.106338 -2.09 -0.54 0.42 -0.142
C -0.067230 -3.369207 -3.699668 1.99 1.45 0.10 0.541
C 8.144170 -0.706187 1.093712 0.01 -0.98 0.79 -0.496
C 4.722970 -2.689167 3.115512 -0.25 0.12 -1.44 0.474
C -1.162260 -1.674197 1.040302 -0.36 0.85 0.30 0.206
C -3.902050 -6.560897 -2.754158 0.70 -0.04 0.31 -0.568
C 1.159190 -2.482717 -3.339908 0.14 0.32 -1.60 0.253
C 2.406850 4.376913 1.251162 0.69 -0.26 0.10 0.125
C 1.011900 -1.805797 2.083522 -1.93 0.52 0.61 -1.231
C -7.517710 -2.171577 -0.247648 0.69 0.44 -1.11 -1.179
C -6.021080 2.571043 5.893992 -0.37 -0.69 -0.36 0.021
C 4.365100 5.363903 3.470652 1.28 -0.35 -0.76 -1.059
C -2.062970 4.478803 -0.869978 -1.08 1.06 0.28 -1.433
C 5.414210 -3.706607 3.951502 1.22 -1.31 0.60 -1.235
C 2.112310 -4.330447 -4.447038 -0.76 0.33 0.74 -0.094
C 0.217250 0.424123 1.373792 -0.75 -0.17 -0.75 -0.129
C -0.297990 -2.409997 0.043282 0.66 -0.11 1.16 -0.428
C 5.204810 3.261653 2.414922 -0.61 0.08 -2.18 -1.191
C -2.527530 3.742823 -5.266918 0.58 1.70 -0.67 -0.370
C -5.703030 2.197973 7.306752 0.25 -0.87 1.35 -1.507
C -3.079700 5.183633 -5.614048 1.13 -0.28 0.27 -0.668
C -1.857110 3.725593 -2.175498 0.84 0.37 -0.56 1.213
C 1.265630 4.661903 0.230082 1.66 -0.28 -0.26 -0.644
C -5.229840 1.678383 4.938562 1.32 -0.03 -0.82 -1.105
C 6.119060 -1.329687 0.301472 -0.21 -1.15 -0.09 -0.744
C -0.677690 6.068103 -5.891218 0.85 0.25 0.37 -0.621
C 6.227340 5.600903 1.787642 -0.98 -1.87 -1.04 -0.443
C 1.848000 0.002273 -7.394558 0.20 -1.26 1.44 -1.517
C 3.836090 5.084083 1.037122 -0.78 -1.18 0.67 -1.066
H 0.374330 4.079173 0.462712 -0.04 0.53 0.57 -0.260
H 0.837710 4.627223 -5.261698 -0.15 -0.04 0.40 0.458
H 1.767380 1.088913 -7.423378 0.05 -0.11 0.16 0.360
H 1.162530 0.728703 1.822982 -0.25 -0.01 0.48 0.873
H -4.913400 3.822403 3.617742 -0.38 -0.10 0.13 0.416
H -4.189970 2.002633 4.978952 0.19 0.21 0.06 0.415
H -1.518160 3.260183 2.484512 0.26 0.47 -0.33 0.404
H -6.048810 1.229413 7.667892 -0.43 -0.23 -0.60 0.376
H 6.128550 -0.308887 -0.080598 -0.62 0.24 0.30 0.690
H 0.232340 -4.538107 -5.481068 -0.05 0.10 -0.14 0.397
H 4.738800 -4.521207 4.212932 0.34 -0.34 -0.13 0.513
H 3.982830 -1.200077 0.848402 0.18 -0.08 0.50 -0.619
H -5.739160 -1.268017 0.407312 0.40 -0.32 0.23 -0.659
H 4.219250 -2.908727 -4.805398 0.68 0.82 0.00 0.574
H -3.279080 -3.407217 0.465042 -0.34 0.29 -0.26 -0.294
H 2.773360 -2.444487 -6.514018 0.18 -0.16 0.27 0.403
H 3.928450 -2.933547 -3.102848 -0.37 0.02 0.14 0.056
H -9.170190 -4.537097 -1.780438 0.04 0.11 0.15 0.261
H 2.605980 -0.050777 -5.312708 -0.16 -0.08 0.06 0.015
H -3.213310 3.119923 -4.692648 0.40 0.34 0.71 0.189
H 0.546780 2.541593 -4.155728 -0.03 -0.19 -0.18 0.518
H 6.022000 1.553273 1.419612 0.31 0.01 0.25 -0.205
H 5.949210 6.590483 1.425052 -0.24 0.13 0.86 0.287
H -3.232310 5.765953 -4.705358 -0.35 -0.37 0.32 0.242
H -0.873800 2.121633 3.534292 -0.27 -1.02 -0.22 0.407
H 4.268470 2.725993 2.571292 -0.23 0.66 0.58 0.391
H 4.234920 -3.880827 1.361382 -1.06 -0.11 0.18 -0.052
H 1.725170 -1.523597 0.084962 -0.06 -0.05 -0.06 -0.948
H 7.895600 0.354693 1.064892 0.15 0.14 0.17 -0.055
H -5.135060 0.609703 5.131052 -0.75 -0.09 0.47 0.504
H -1.382960 2.781733 -1.906418 0.42 0.02 -0.55 -0.501
H 6.510540 5.070533 -0.378438 -0.40 0.37 0.20 0.415
H 0.917870 -1.423177 -3.424918 0.21 0.00 0.42 0.137
H 1.126280 5.740733 0.160632 -0.53 -0.13 -0.11 0.620
H -2.394220 3.146143 -6.169308 0.27 0.26 -0.25 0.538
H 8.542100 -0.994987 0.120912 -0.05 -0.11 -0.12 0.352
H -5.919540 3.513203 0.785432 -0.43 0.19 0.59 0.391
H -4.638690 0.022993 2.523742 -0.36 0.02 -0.01 -0.225
H -7.099830 2.477783 5.768692 -0.03 0.14 -0.29 0.271
H -4.420670 3.973613 1.495312 0.14 0.09 -0.29 0.171
H 2.591960 3.302943 1.230742 0.06 -0.13 -0.08 -0.246
H -4.629490 2.088793 7.460692 0.15 0.66 0.18 0.367
H 1.006860 -0.438417 -7.929708 0.11 0.07 -0.18 0.375
H -0.026160 4.798163 -3.031768 0.00 -0.28 0.07 0.332
H -6.669080 3.574583 3.100212 0.29 0.18 0.58 0.251
H 8.886040 -0.966897 1.848542 -0.02 0.40 -0.02 0.268
H -7.696460 1.645873 3.744002 0.27 -0.30 0.36 0.356
H -1.833130 1.163323 1.327452 0.04 -0.13 -0.76 -1.573
H 0.257560 2.961413 2.673612 0.01 0.38 -0.63 0.140
H -4.739720 -2.366277 -1.348068 0.52 0.47 -0.13 0.048
H 0.471600 0.301373 0.321012 0.11 -1.07 0.15 -0.772
H 1.552180 4.237183 -0.731998 0.23 0.37 -0.25 0.095
H 0.083930 -5.476127 -4.092128 1.17 -0.38 0.33 0.547
H -2.482670 7.068153 -6.568308 0.00 0.12 0.55 0.409
H 1.786440 -1.186557 2.535982 0.10 -0.32 -0.11 0.438
H 2.788450 -0.313547 -7.846118 -0.10 0.19 -0.30 0.440
H 1.076820 -2.633667 -6.118178 -0.15 0.50 -0.59 0.483
H 4.274250 4.726813 0.105202 -0.10 0.05 0.05 0.405
H 3.730330 6.168713 1.014592 0.15 -0.04 0.08 0.510
H -2.944350 -5.766487 -0.548228 0.14 0.21 0.59 0.584
H -4.051920 5.080403 -6.095948 0.16 0.02 -0.12 0.503
H 1.967540 4.576003 2.228642 0.41 0.32 0.21 0.591
H -1.925420 -0.380897 3.358652 0.01 0.10 -0.60 -0.321
H 2.745610 -4.790617 -5.205508 -0.44 0.14 -0.29 0.538
H -0.578110 2.108593 0.374802 -0.47 -0.05 0.00 -0.534
H -9.494140 -2.790217 -1.924998 -0.36 -0.02 -0.41 0.348
H -0.664680 -2.709037 -4.328428 -0.55 -0.59 -0.01 0.400
H -6.175460 2.896443 7.997442 0.47 0.24 0.00 0.385
H -0.503790 6.729273 -5.042268 -0.42 -0.30 0.56 0.283
H 1.579520 -2.751227 -2.370728 0.36 0.11 -0.27 -0.748
H -9.757440 -3.550457 -0.398968 0.11 -0.32 0.34 0.311
H -6.777190 0.065253 3.446962 -0.37 0.06 0.16 0.164
H -1.693320 -2.338617 1.721942 -0.24 -0.11 -0.31 0.535
H 5.146430 2.438053 0.288632 -0.38 0.65 0.12 -0.342
H 6.616030 -5.904417 4.266402 0.01 -0.20 0.17 0.353
H -0.314670 -0.098357 3.975332 0.22 -0.71 0.26 0.390
H -1.096520 1.813493 -3.915418 0.07 0.00 -0.18 0.096
H 0.842900 -0.393107 -5.506598 0.09 0.59 0.36 0.075
H -5.368970 1.479313 0.428332 -0.17 -0.69 0.40 0.142
H -1.385220 5.313133 -0.689308 0.36 -0.26 0.00 0.434
H -7.540940 -1.351947 -0.965818 -0.45 0.81 0.39 0.436
H -1.999740 5.749673 -7.462518 -0.16 -0.56 -0.11 0.327
H -3.742050 1.791903 0.615912 0.13 0.58 0.30 -0.689
H -3.044230 4.953083 -0.853288 -0.17 0.23 -0.33 0.541
H 7.708260 3.285843 1.723662 0.07 -0.20 0.30 0.434
H 5.796990 -3.267437 4.872762 -0.81 0.25 0.28 0.618
H -0.743580 -3.404727 0.050692 0.89 -0.51 -0.03 0.644
H 7.679320 2.977363 0.056062 -0.32 -0.26 -0.24 0.463
H 7.725230 -4.765687 5.011372 -0.29 0.65 0.14 0.321
H -0.012370 6.568113 -6.595098 0.08 -0.42 -0.43 0.451
H -5.720330 3.615533 5.812142 -0.16 0.01 -0.53 0.322
H -3.744360 -7.471567 -2.176308 -0.35 -0.18 0.10 0.342
H -4.549900 -4.626597 0.578732 -0.28 0.55 0.41 0.555
H -4.545250 -6.746997 -3.614248 -0.14 0.17 0.31 0.281
H -7.146130 1.254413 2.150022 0.14 -0.18 -0.08 0.449
H 1.645870 -3.201737 0.606832 0.29 0.09 0.11 0.725
H 6.814280 5.541593 2.704192 0.15 0.45 -0.20 0.439
H -0.511590 2.124823 -5.612978 0.37 -0.47 0.30 0.532
H -2.142160 3.868383 0.029592 0.57 -0.37 -0.17 -0.084
H 0.743550 -2.644157 2.726362 0.19 0.10 0.26 0.161
H -1.588900 5.553883 -3.329678 0.07 -0.10 -0.31 0.491
H 3.529320 4.712843 3.726972 0.12 0.53 0.40 0.411
H -2.617110 -4.470187 -1.662978 0.03 0.13 -0.44 -0.133
H 3.644030 -2.648127 3.264862 0.34 0.31 0.75 -0.270
H 8.162840 -5.542177 3.543562 -0.19 0.39 -0.59 0.294
H -6.016160 -2.904657 1.135892 -0.26 0.44 0.25 -0.010
H 5.197170 5.360953 4.174752 -0.27 -0.59 0.33 0.488
H -0.165190 4.056733 -6.548128 -0.27 0.05 -0.10 0.425
H 7.934660 5.363443 0.572692 0.11 -0.21 -0.03 0.447
H -3.566960 1.354593 2.900892 0.05 0.01 0.31 -0.323
H 5.300970 -1.790867 3.332502 -0.64 0.47 -0.98 0.156
H -1.846050 -1.031807 0.485452 -0.19 0.35 0.65 -0.730
H -8.164170 -2.040157 0.620062 -0.16 0.15 -0.01 0.568
H -0.376120 -2.091177 -0.996118 0.12 0.58 0.25 -0.470
H 4.352710 -2.347987 -0.377698 0.13 -0.28 0.21 -0.960
H 2.512520 -4.634237 -3.479758 0.19 0.06 0.05 -0.054
H 5.869030 3.166753 3.273932 -0.05 0.22 -0.09 0.458
H 4.165610 6.431363 3.376642 -0.60 -0.21 -0.42 0.359
H -2.831910 3.445613 -2.574838 0.12 0.08 -0.10 0.220
H -1.047260 -1.820247 3.704482 0.44 0.25 0.66 0.628
H -2.902330 -6.304057 -3.104448 0.09 0.25 -0.34 0.059
H 5.706120 -3.518447 1.499302 1.00 -0.11 0.12 0.529
H -5.816090 -3.496237 -1.284898 -0.12 -1.44 -0.36 0.749
H 6.475940 -1.909637 -0.549638 0.74 -0.21 -0.02 0.369
H 3.821300 -1.331047 -3.836508 -0.18 -0.20 -0.63 0.167
H -0.539080 -3.532737 -2.730788 -0.37 -0.56 -0.41 -0.219